61
Properties=species:S:1:pos:R:3:forces:R:3:lowdin_charge:R:1 method="wB97M-V/def2-TZVPD" charge=+1 e_homo_ev=-9.702
C 4.492283 -1.833872 -2.773566 -0.027 0.627 0.086 -0.080
C 4.344781 -0.435350 -2.742819 -0.482 -0.347 -0.051 -0.073
C 3.079842 0.131444 -2.547615 0.105 -0.097 0.065 -0.043
C 1.946147 -0.671235 -2.344946 0.323 -0.377 0.266 -0.149
C 0.625193 0.021037 -2.047185 -0.691 0.217 -0.226 -0.375
C -0.552209 -0.774501 -2.152864 1.559 -0.584 -0.870 -0.058
N -1.843637 -0.315891 -2.335716 -1.110 1.584 -0.421 0.008
C -2.104045 1.033127 -2.457951 0.604 -1.383 0.486 0.006
C -3.389735 1.531031 -2.567624 -1.100 -0.266 -0.075 -0.032
C -4.473554 0.661920 -2.602700 0.356 0.866 0.001 -0.005
C -4.242799 -0.724944 -2.564404 0.188 -0.692 0.051 -0.154
C -2.913084 -1.238065 -2.474154 -0.124 0.782 0.317 -0.103
C -2.704532 -2.624184 -2.457539 -0.489 -1.078 -0.013 0.003
C -3.790514 -3.506138 -2.511513 0.811 0.784 0.032 -0.044
C -5.104944 -3.015073 -2.559443 -0.544 0.790 -0.012 -0.061
C -5.331614 -1.646893 -2.590489 0.464 -0.303 -0.019 -0.009
O 0.645059 1.249702 -1.752559 0.002 -0.559 0.165 -0.080
C 2.110056 -2.073680 -2.380306 0.290 0.626 -0.050 -0.035
C 3.370744 -2.642105 -2.592516 -0.280 0.080 -0.054 -0.080
H 5.480510 -2.268168 -2.939661 -0.360 0.072 0.064 0.107
H 5.193637 0.231614 -2.887620 -0.109 -0.282 -0.012 0.104
H 2.963938 1.217443 -2.562125 -0.028 -0.354 0.093 0.114
H -0.405132 -1.732218 -2.635619 -0.019 0.150 0.411 0.077
H -1.224850 1.672613 -2.407211 -0.176 -0.285 0.032 0.118
H -3.498793 2.616120 -2.614737 -0.105 -0.407 -0.036 0.120
H -5.509395 1.013859 -2.668053 0.502 -0.021 0.030 0.126
H -1.705173 -3.050412 -2.399628 -0.362 0.183 0.037 0.104
H -3.609281 -4.579808 -2.507790 -0.012 0.283 0.019 0.115
H -5.954703 -3.699573 -2.564740 0.302 0.169 -0.041 0.115
H -6.332700 -1.209895 -2.632185 0.255 -0.364 -0.013 0.121
H 1.246980 -2.714086 -2.241556 0.185 -0.061 0.073 0.096
H 3.462232 -3.728743 -2.627463 0.021 0.312 0.031 0.107
C 4.178370 1.664166 2.937779 -0.036 -0.167 0.237 -0.204
C 3.607068 2.418422 1.765167 -0.443 0.232 -0.159 -0.165
C 2.521383 1.648319 1.003051 0.683 -0.383 -0.732 -0.111
N 1.499003 1.073949 1.890480 -2.293 -0.290 -1.047 -0.026
C 0.222574 0.984925 1.478675 2.171 1.504 1.280 0.101
C -0.866520 0.929187 2.419183 -1.181 -0.103 0.986 -0.180
C -0.770929 1.369277 3.777457 -0.128 -0.720 -0.135 -0.015
C -1.809051 1.113733 4.679051 0.472 0.240 -0.100 -0.052
C -3.005531 0.535039 4.257287 0.252 -0.091 -0.756 -0.043
C -3.171735 0.259078 2.894659 0.020 -0.037 -0.245 -0.051
C -2.132236 0.477656 1.981911 0.331 -0.258 0.142 -0.004
C 2.016850 0.374731 3.065999 0.506 -0.382 1.105 -0.130
C 3.067345 1.167546 3.840776 -0.217 0.103 0.180 -0.175
H 4.761177 0.807199 2.590597 0.103 0.034 -0.017 0.124
H 4.830466 2.321679 3.510684 0.184 -0.086 -0.061 0.121
H 3.180235 3.368741 2.105014 0.117 -0.019 -0.023 0.125
H 4.406217 2.635655 1.055947 -0.154 0.160 -0.102 0.125
H 2.045398 2.317784 0.279050 -0.053 -0.412 0.106 0.131
H 2.994202 0.815530 0.458258 -0.161 0.169 0.015 0.139
H 0.030866 1.162526 0.414913 0.193 0.036 0.058 0.132
H 0.132423 1.856683 4.150280 -0.288 -0.144 -0.205 0.113
H -1.660393 1.342110 5.735988 -0.087 0.117 -0.362 0.118
H -3.799610 0.303382 4.964953 0.203 0.109 -0.160 0.119
H -4.110394 -0.169645 2.535465 0.301 0.226 0.116 0.115
H -2.240225 0.248926 0.915810 -0.154 -0.066 0.416 0.117
H 1.220200 0.099686 3.767039 0.161 -0.101 -0.644 0.118
H 2.514992 -0.543985 2.709680 -0.325 0.222 -0.155 0.152
H 3.483465 0.507907 4.612343 -0.224 0.142 -0.078 0.127
H 2.583709 2.014690 4.346796 0.094 -0.100 -0.028 0.118



16
Properties=species:S:1:pos:R:3:forces:R:3:lowdin_charge:R:1 method="wB97M-V/def2-TZVPD" e_homo_ev="-8.405 / -8.081"
C -0.431680 -0.702663 1.672576 0.916 0.711 -0.153 0.101
C 0.492545 0.324233 1.269682 -0.350 -3.229 1.185 -0.245
C -1.332128 0.142435 0.914944 1.037 -0.307 1.099 -0.179
C -0.083033 1.630936 1.225253 -1.050 2.022 -0.788 0.119
C 1.792945 0.154382 0.586161 1.574 -0.086 1.840 -0.144
C -1.476174 -0.104688 -0.638612 -3.405 -1.433 -0.423 -0.256
C 0.724437 -0.088193 -1.547020 0.968 0.197 -1.458 -0.286
N 1.821188 0.021928 -0.633845 1.716 -0.639 -2.430 0.043
N -0.482377 0.586356 -1.206025 1.771 1.239 0.311 0.006
O -1.454450 1.408568 1.360884 -0.133 -0.310 -0.258 0.007
H -0.292377 -1.800176 1.920174 -0.348 1.712 -0.955 0.144
H 2.853677 0.126646 1.059925 -2.157 0.208 0.033 0.151
H -1.517159 -1.231807 -0.666561 0.111 0.833 -0.550 0.132
H -2.434706 0.353911 -1.049343 0.546 -0.915 1.128 0.146
H 1.119020 0.373154 -2.524389 -0.630 -0.622 1.307 0.133
H 0.700271 -1.195022 -1.743805 -0.565 0.620 0.113 0.129



22
Properties=species:S:1:pos:R:3:forces:R:3:lowdin_charge:R:1 method="wB97M-V/def2-TZVPD" e_homo_ev=-8.224 smiles=CCCN(C)CC
C 0.250487 -0.901356 1.713026 -0.630 -1.447 -2.207 -0.295
C 0.149387 -0.111647 2.962423 3.123 -2.249 3.715 -0.194
C 0.820203 0.061462 0.613027 -1.747 2.258 0.569 -0.208
N -0.104400 0.185455 -0.603178 0.728 2.351 3.120 -0.226
C 0.520591 0.018265 -1.887025 -1.524 -1.782 -0.466 -0.288
C -0.547277 -0.871968 -2.645673 2.660 -0.586 -1.884 -0.105
C -0.978581 1.479852 -0.466965 2.615 -1.808 -2.264 -0.039
H -0.845985 -1.266310 1.448098 2.313 0.674 0.114 0.134
H 0.942597 -1.885557 1.751514 -1.654 2.262 0.314 0.140
H -0.488195 0.743911 2.961219 -0.249 0.586 -0.265 0.055
H 1.247255 0.115890 3.402357 -2.372 0.147 -1.203 0.121
H -0.180519 -0.837168 3.749863 -0.255 0.814 -0.270 0.070
H 1.841137 -0.221060 0.417192 0.251 -0.213 -0.815 0.087
H 0.939879 1.153099 1.138567 -0.318 -2.338 -1.247 0.134
H 0.849205 0.907954 -2.453970 -0.452 0.038 0.215 0.109
H 1.429344 -0.623297 -1.824513 -0.618 0.425 0.354 0.109
H 0.099913 -1.141609 -3.577221 -1.378 -0.765 1.325 0.086
H -1.383671 -0.426278 -3.129997 -0.722 1.204 0.082 0.028
H -0.994599 -1.700703 -2.013839 1.296 0.765 -0.817 0.088
H -1.763791 1.331384 0.208715 -0.701 -0.063 1.496 0.052
H -0.340812 2.365051 -0.340319 -0.215 -0.161 0.565 0.078
H -1.462172 1.624630 -1.423303 -0.152 -0.109 -0.430 0.064



91
Properties=species:S:1:pos:R:3:forces:R:3:lowdin_charge:R:1 method="wB97M-V/def2-TZVPD" e_homo_ev=-6.732
Sr 0.727763 -0.068661 0.473769 -0.314 -0.967 -0.985 1.368
Cl 3.692827 -6.133268 -2.854628 0.073 -1.538 -0.280 0.691
C 3.416941 -4.652237 -2.077623 0.519 1.612 0.232 -0.681
C 4.301167 -3.626350 -2.424771 -1.204 -0.110 0.490 -0.178
C 4.023412 -2.298930 -2.003513 -0.861 -1.622 1.062 -0.699
I 5.214452 -0.702246 -2.469586 0.371 0.290 -0.257 0.898
C 2.925019 -2.032500 -1.119926 0.024 -0.275 -1.066 -0.477
O 2.679993 -0.838005 -0.760008 -0.596 0.424 0.793 -0.344
C 2.029834 -3.151905 -0.741410 -0.272 0.131 -0.614 -0.141
N 0.888873 -2.861746 -0.016361 0.371 -0.667 1.051 0.054
C 0.149193 -3.862133 0.484952 0.552 0.033 -0.940 -0.120
C 0.429563 -5.236080 0.176959 0.102 0.749 -0.791 -0.056
C 1.499154 -5.520240 -0.657246 0.080 -0.196 0.256 -0.027
C 2.304915 -4.468324 -1.208311 0.088 0.064 0.742 -0.181
H 5.153558 -3.944336 -3.035571 -0.320 0.631 0.139 0.093
H -0.710441 -3.628999 1.144091 0.637 0.198 -0.596 0.113
H -0.297968 -6.010249 0.447728 0.635 0.257 0.334 0.103
H 1.815874 -6.569763 -0.808844 -0.459 0.729 -0.288 0.103
C -3.964948 -0.526308 -1.364611 -0.295 0.372 0.698 -0.299
P -3.167851 0.958945 -0.608932 0.051 -1.669 0.760 0.756
C -4.047334 1.211333 1.014855 -0.081 0.617 -0.846 -0.255
C -3.901772 2.238345 -1.631975 0.728 1.912 -1.188 -0.390
C -5.201976 2.323439 -2.152577 0.345 -0.704 0.945 -0.086
C -5.575274 3.426716 -2.869956 -0.181 0.770 -0.837 -0.080
C -4.654504 4.400742 -3.245883 0.030 -0.574 0.339 -0.074
C -3.352966 4.302813 -2.843357 1.055 0.204 -0.253 -0.109
C -2.977717 3.287552 -1.997667 -1.303 -1.957 0.508 -0.436
P -1.402032 3.187361 -1.176048 1.826 0.375 0.499 0.775
C -0.226712 3.871651 -2.441079 0.431 0.779 0.018 -0.291
C -1.659538 4.582841 0.004415 -0.764 1.262 -0.502 -0.284
H -5.037005 -0.329797 -1.440032 0.004 -0.522 -0.144 0.022
H -3.749485 -1.408364 -0.745525 -0.188 0.234 -0.168 0.045
H -3.497967 -0.660077 -2.335476 -0.123 -0.036 -0.126 -0.013
H -4.920108 1.888543 0.834856 0.473 -0.841 0.583 0.048
H -3.305350 1.705748 1.651483 -0.345 -0.015 0.096 0.020
H -4.272049 0.231077 1.439363 -0.286 0.242 0.067 0.037
H -5.939450 1.543723 -1.949066 0.216 0.223 -0.005 0.105
H -6.583972 3.538970 -3.224071 -0.336 -0.114 -0.021 0.103
H -4.888860 5.227849 -3.851523 -0.754 0.778 -0.739 0.092
H -2.563010 4.967633 -3.223788 -0.706 0.022 0.292 0.101
H -0.609072 4.755111 -3.003345 0.195 -0.642 0.241 0.028
H 0.026137 3.040474 -3.147636 -0.035 0.764 0.643 0.014
H 0.694991 4.255001 -1.912508 -0.784 -0.702 -0.546 0.052
H -0.772514 4.687086 0.622687 -0.048 -0.088 0.355 0.006
H -2.592696 4.416796 0.623509 1.178 0.069 -0.599 0.061
H -1.775530 5.568115 -0.537140 -0.075 -0.903 0.508 0.054
C 1.264481 -0.333319 -5.461857 0.642 -0.545 0.751 -0.249
As -0.425601 -0.262155 -4.484709 -1.067 0.564 0.427 0.770
C -1.613584 1.223071 -5.170321 0.924 -1.044 -1.601 -0.237
C -1.232859 -1.923066 -5.106271 0.916 0.097 0.007 -0.261
S -0.725034 -0.007977 -2.353457 0.509 -0.210 -1.253 0.057
H 1.941375 0.398421 -5.012734 0.027 -0.164 -0.184 0.029
H 1.111012 -0.115025 -6.514275 -0.193 0.091 -0.053 0.031
H 1.714874 -1.363767 -5.369821 -0.549 1.113 0.099 0.057
H -2.580254 0.725667 -5.360247 0.321 0.383 0.204 0.033
H -1.242965 1.675229 -6.141422 -0.350 -0.553 1.147 0.051
H -1.679334 1.958314 -4.390782 -0.102 0.230 0.299 -0.029
H -1.736900 -1.714845 -6.052850 0.123 -0.278 0.049 0.035
H -1.924696 -2.267554 -4.349615 -0.139 -0.110 0.045 0.020
H -0.375015 -2.631379 -5.215726 -0.929 0.406 -0.044 0.046
C 2.929523 -3.426508 4.387927 -0.757 -0.781 -0.411 -0.036
C 1.891059 -2.376989 4.856054 -0.157 -0.857 1.271 -0.599
C 2.364757 -1.851540 6.235215 0.789 0.460 -0.435 -0.038
C 0.502114 -3.035296 4.997694 -0.110 0.430 -0.910 -0.044
O 1.853760 -1.339368 3.846050 -0.226 0.394 0.108 -0.184
P 0.570397 -0.343104 3.604012 -1.054 -1.877 -0.656 0.294
O 0.019903 0.144568 4.888703 0.288 -0.131 -0.694 -0.262
O -0.340511 -0.967130 2.508020 1.240 0.752 1.249 -0.473
O 1.301472 0.772214 2.649735 0.479 1.589 0.953 -0.407
C 1.955674 2.052921 3.161578 0.193 -1.637 -0.432 -0.544
C 3.353838 1.585606 3.596486 0.703 1.150 -0.790 -0.011
C 1.138179 2.649389 4.282740 -0.247 -0.307 0.327 -0.035
C 1.965681 2.960614 1.952394 1.014 0.159 -1.625 -0.044
H 3.157707 -4.238612 5.121212 -0.768 0.638 -0.313 0.096
H 3.899029 -3.016003 4.195613 0.490 0.738 -0.282 0.067
H 2.564942 -3.889722 3.444295 0.266 0.182 0.548 0.090
H 2.484964 -2.637616 6.982154 -0.097 -0.311 -0.315 0.083
H 1.779763 -1.082586 6.717535 -0.674 0.217 -0.337 0.071
H 3.355370 -1.404292 6.096470 0.061 -0.085 0.021 0.079
H 0.570292 -4.002875 5.498435 0.004 0.146 0.056 0.085
H 0.093862 -3.176614 3.973883 0.185 -0.150 0.565 0.078
H -0.195519 -2.360260 5.515494 0.272 -0.299 -0.010 0.082
H 3.372218 0.664224 4.159396 -0.428 -0.127 0.257 0.071
H 3.850800 2.374764 4.178068 -0.176 -0.138 -0.010 0.096
H 3.995546 1.427702 2.710310 -0.342 -0.042 0.260 0.095
H 1.558365 2.295261 5.232852 -0.470 0.284 -0.107 0.095
H 0.094804 2.314870 4.208633 0.374 0.219 0.160 0.085
H 1.155441 3.733204 4.218282 0.198 0.144 0.147 0.084
H 2.690411 2.694651 1.137589 -0.281 -0.264 0.857 0.104
H 2.216959 3.991139 2.173708 0.155 0.141 0.489 0.089
H 1.028134 3.038424 1.414878 -0.713 -0.215 0.303 0.059



| no. | energy (hartree) |
| --- | --- |
| 1 | -1306.965654 |
| 2 | -454.732768 |
| 3 | -292.260669 |
| 4 | -6049.125051 |